1.
{
  "formula": "C3H6Si",
  "method": "the ωB97M-V functional and the def2-TZVPD basis",
  "species": ["C", "C", "C", "Si", "H", "H", "H", "H", "H", "H"],
  "coordinates": [[2.222308, 0.645973, 0.566051], [1.067342, 0.641332, 0.315794], [-0.254402, 0.609260, -0.102368], [-1.099696, -1.137165, -0.242026], [3.093126, 0.730720, 1.032124], [-0.278713, 1.626293, -1.161034], [-0.928842, 1.283752, 0.469217], [-1.475904, -1.604088, 1.065466], [0.000998, -1.999708, -1.013641], [-2.346218, -0.796367, -0.929585]],
  "atomic_forces_ev_per_a": [[-1.04, -0.17, -0.36], [-0.22, 0.00, -0.04], [-2.82, 3.34, -2.98], [1.93, 1.11, -1.80], [3.32, 0.17, 1.29], [-0.07, -3.61, 2.33], [0.48, -0.68, 0.39], [0.12, -0.37, 0.68], [-1.53, 0.63, 0.86], [-0.20, -0.41, -0.38]],
  "relative_energy_ev": 2.126,
  "orbital_gap_ev": 10.253,
  "e_homo_ha": -0.3510
}


2.
{
  "formula": "C4H14NO2",
  "method": "the ωB97M-V functional and the def2-TZVPD basis",
  "species": ["C", "C", "C", "C", "O", "N", "H", "H", "H", "H", "H", "H", "H", "H", "H", "H", "H", "H", "H", "H", "O"],
  "coordinates": [[-0.558355, -0.795492, -0.648136], [0.750756, -0.422264, 0.043676], [1.111318, 1.103544, 0.047625], [0.614352, 1.922942, -1.179259], [0.490582, 1.209111, -2.503678], [-1.691619, -0.374866, 0.329931], [-0.638299, -0.440910, -1.655752], [-0.712417, -1.876009, -0.565320], [1.507244, -1.009661, -0.610087], [0.665865, -0.741873, 1.131784], [0.562911, 1.492168, 0.924676], [2.200251, 1.238063, -0.145509], [1.241286, 2.835553, -1.250543], [-0.374647, 2.359831, -1.053923], [1.380292, 0.888211, -2.627424], [-1.811654, -1.094283, 1.072232], [-1.639699, 0.568485, 0.770434], [-2.542685, -0.404275, -0.324263], [0.535231, -2.158331, 3.317031], [-0.838447, -2.861182, 3.592945], [-0.390873, -2.087125, 3.195024]],
  "atomic_forces_ev_per_a": [[0.40, -0.76, 2.94], [0.94, -0.50, -1.05], [-0.67, -0.72, -2.07], [-1.10, 0.31, -1.21], [0.54, 1.03, 2.55], [-2.05, 0.25, -1.93], [-0.57, 0.58, -0.23], [0.41, 0.06, -0.62], [-0.79, 0.80, 1.70], [0.65, -0.16, -1.49], [1.38, 0.54, -0.10], [-0.55, -0.27, 1.82], [-0.03, -0.69, -0.35], [-0.31, -0.31, 0.17], [0.51, -0.29, -0.70], [0.26, 0.62, -0.41], [0.14, -0.79, -0.55], [0.98, 0.25, 1.72], [1.29, -0.44, 0.43], [0.74, 0.60, -0.20], [-2.14, -0.10, -0.42]],
  "relative_energy_ev": 2.304,
  "orbital_gap_ev": 10.606,
  "e_homo_ha": -0.5186,
  "charge": 1
}


3.
{
  "formula": "C23H17AuBrFN6O7S",
  "method": "the ωB97M-V functional and the def2-TZVPD basis",
  "species": ["Au", "C", "N", "C", "C", "N", "C", "S", "C", "C", "C", "C", "C", "N", "H", "H", "H", "H", "H", "H", "H", "H", "H", "Br", "C", "C", "C", "C", "C", "C", "C", "O", "O", "H", "H", "H", "H", "O", "C", "N", "F", "C", "C", "N", "C", "C", "O", "O", "C", "O", "N", "C", "O", "H", "H", "H", "H"],
  "coordinates": [[1.156329, 0.441866, 0.247344], [4.191081, 3.278673, -0.534975], [2.916775, 3.652585, -1.144568], [2.749735, 4.256859, -2.368263], [1.421141, 4.326110, -2.601987], [0.791921, 3.763249, -1.512279], [1.722304, 3.350824, -0.628044], [1.471527, 2.637448, 0.924084], [-0.625472, 3.543628, -1.407022], [-1.500980, 4.575836, -1.687993], [-2.854391, 4.283344, -1.604629], [-3.249768, 3.006807, -1.240775], [-2.276432, 2.052813, -0.975421], [-0.976948, 2.321969, -1.070738], [4.376064, 3.887497, 0.346835], [4.973099, 3.445498, -1.270340], [4.157765, 2.226842, -0.255442], [3.584676, 4.558526, -2.973759], [0.869963, 4.675419, -3.455722], [-1.142714, 5.564817, -1.938561], [-3.588155, 5.050736, -1.811621], [-4.296156, 2.748779, -1.160468], [-2.518082, 1.037159, -0.686256], [-1.469270, -7.767625, -1.470209], [-1.109830, -5.933057, -1.162116], [0.203039, -5.511920, -1.035535], [0.455585, -4.168748, -0.808887], [-0.592634, -3.262168, -0.702226], [-1.903213, -3.705103, -0.840830], [-2.169674, -5.043836, -1.071624], [-0.359123, -1.805607, -0.439095], [-1.273273, -1.003184, -0.374816], [0.907800, -1.487814, -0.298698], [1.018240, -6.217487, -1.112226], [1.475832, -3.823770, -0.734845], [-2.706928, -2.986475, -0.757382], [-3.185601, -5.397064, -1.178471], [0.840427, 0.401751, -3.622499], [1.354037, 0.559716, -2.581354], [1.944458, 0.804057, -1.555466], [2.326768, -4.567508, 1.769346], [2.832532, -3.348987, 1.573567], [2.509973, -2.325189, 2.361444], [3.021838, -1.057682, 2.160613], [2.640962, -0.001978, 3.088933], [1.121049, 0.205721, 3.170084], [0.625479, 0.436036, 4.246447], [0.407260, 0.077661, 2.072909], [3.930076, -0.793586, 1.158012], [4.447187, 0.295772, 0.988594], [4.201536, -1.867703, 0.340241], [3.719043, -3.171345, 0.430066], [4.019053, -4.020132, -0.375746], [1.813578, -2.436771, 3.181701], [3.127401, 0.913714, 2.756627], [2.987704, -0.236220, 4.094013], [4.821546, -1.674473, -0.433559]],
  "atomic_forces_ev_per_a": [[-0.05, 0.06, -0.09], [-0.01, -0.02, -0.02], [0.00, 0.08, 0.01], [0.01, -0.05, -0.01], [-0.01, -0.07, -0.04], [0.00, 0.07, 0.03], [0.06, 0.01, 0.02], [-0.06, -0.01, 0.03], [-0.03, -0.04, -0.01], [0.01, 0.01, 0.04], [-0.01, 0.00, 0.00], [-0.01, -0.01, 0.00], [0.04, 0.00, 0.00], [0.03, -0.03, -0.04], [0.00, -0.01, 0.01], [0.00, 0.00, 0.00], [0.02, 0.01, 0.00], [0.00, 0.01, 0.01], [0.00, 0.03, 0.01], [0.00, 0.00, 0.00], [0.00, 0.00, 0.00], [0.00, 0.00, 0.00], [-0.01, -0.01, 0.00], [0.00, 0.00, 0.00], [0.01, 0.00, 0.00], [-0.01, -0.01, -0.01], [0.00, 0.08, -0.05], [-0.02, 0.00, -0.02], [0.00, -0.01, 0.05], [0.00, 0.00, 0.00], [0.00, -0.03, -0.08], [-0.01, 0.03, -0.03], [-0.01, -0.05, 0.16], [0.00, 0.00, 0.00], [-0.02, -0.04, -0.01], [0.00, 0.00, -0.01], [0.00, 0.00, 0.00], [0.09, -0.07, 0.00], [-0.20, 0.16, 0.00], [0.07, -0.08, 0.03], [0.02, -0.01, 0.01], [0.04, 0.02, 0.02], [-0.03, -0.02, -0.03], [0.11, -0.03, 0.09], [-0.05, 0.01, -0.04], [-0.03, -0.07, 0.02], [0.01, 0.01, 0.01], [0.09, 0.09, -0.02], [-0.03, -0.02, 0.01], [-0.01, 0.01, -0.02], [0.06, -0.01, 0.04], [-0.05, 0.01, -0.02], [0.02, 0.00, 0.00], [0.01, 0.00, 0.00], [-0.01, 0.01, -0.01], [0.00, 0.01, 0.00], [-0.01, -0.01, -0.01]],
  "relative_energy_ev": 0.316,
  "orbital_gap_ev": 7.503,
  "e_homo_ha": -0.3253
}